<a>
This record from OMol25 describes a molecular structure, C4H8N3. The level of theory is ωB97M-V with the def2-TZVPD basis set.

Geometry as XYZ:
```
15
Properties=species:S:1:pos:R:3:lowdin_charge:R:1
H -2.10318 0.82928 1.75958 0.122
H 0.80854 -0.05497 1.39065 0.134
N 0.94798 -1.11133 -1.72876 -0.053
C -0.79027 1.67142 0.19186 -0.144
C -1.05919 1.06022 1.59527 -0.072
H 1.10235 -3.03288 -2.32737 0.119
H -0.58954 -1.17920 1.33422 0.125
H 2.67098 -2.14902 -1.85302 0.118
N 0.40617 -0.10555 -1.64765 0.274
N -0.64732 0.31244 -0.15443 0.018
H -0.63234 1.60909 2.42611 0.127
C -0.24535 -0.16648 1.11799 -0.157
C 1.59573 -2.14249 -1.96310 0.123
H 0.11396 2.27904 0.21804 0.136
H -1.57850 2.18043 -0.35939 0.129
```

As for the frontier orbital gap: 8.49 eV. The calculation puts the LUMO energy at -5.77 eV. The spin multiplicity is 1. The charge is +1.

=====

<b>
This record from OMol25 describes a gas-phase ion, C4H8N3 (charge +1). The level of theory is ωB97M-V with the def2-TZVPD basis set.

Geometry as XYZ:
```
15
Properties=species:S:1:pos:R:3:lowdin_charge:R:1
H 1.70864 -0.28956 1.41182 0.065
H -0.06690 1.47788 1.18035 0.096
C -0.23434 1.34065 0.19078 -0.151
H -3.10696 -1.58278 0.55896 0.098
C 1.51434 -0.61255 0.49506 -0.113
N 1.96804 0.24021 -0.62741 0.107
N -1.89424 -0.02307 -0.05788 0.032
H -2.46561 -1.91463 -0.84239 0.106
H 1.56025 -1.73752 0.53320 0.142
C 0.44746 -0.00408 -0.32688 -0.133
C -2.44713 -1.15616 -0.12110 0.164
H 2.44771 1.07626 -0.45825 0.138
H 2.29860 -0.21363 -1.44940 0.145
N -1.59105 1.12949 0.02849 0.128
H -0.13880 2.26949 -0.51535 0.175
```

As for the frontier orbital gap (alpha / beta): 7.19 / 7.19 eV. The calculation puts the LUMO energy (alpha / beta) at -5.08 / -5.09 eV. The spin multiplicity is 1. The charge is +1.

=====

<c>
This record from OMol25 describes a gas-phase ion, C4H8N3 (charge +1). The level of theory is ωB97M-V with the def2-TZVPD basis set.

Geometry as XYZ:
```
15
Properties=species:S:1:pos:R:3:lowdin_charge:R:1
H 2.66948 -0.51965 -0.12307 0.162
H -1.20933 -0.68591 -1.58290 0.141
N -0.70684 1.83100 0.31003 0.176
H -2.28208 -0.41454 -0.15194 0.099
C -0.38521 -1.55226 0.26977 -0.009
H 2.11067 0.95441 0.49838 0.151
H -0.05149 -2.35435 -0.22985 0.085
C -1.33557 -0.55056 -0.50390 0.031
H -0.06053 2.15937 1.02075 0.117
H -1.06027 2.54959 -0.28038 0.118
C -0.38274 0.59329 -0.09190 -0.384
N 0.85502 0.14609 -0.95800 0.182
H -0.61623 -1.78001 1.32654 0.150
C 0.53079 -0.42576 0.34244 -0.299
N 1.92433 0.04930 0.15403 0.278
```

As for the structure (SMILES): N[C@]12CC[C@]13[NH2+]N23. As for the frontier orbital gap: 10.56 eV. The calculation puts the LUMO energy at -3.50 eV. The spin multiplicity is 1. The charge is +1.

=====

<d>
This record from OMol25 describes a gas-phase ion, C4H8N3 (charge +1). The level of theory is ωB97M-V with the def2-TZVPD basis set.

Geometry as XYZ:
```
15
Properties=species:S:1:pos:R:3:lowdin_charge:R:1
H -1.44101 -0.42052 0.88422 0.115
H -1.07015 -1.87799 0.01806 0.109
C -1.08762 -0.84197 -0.00356 -0.158
H -1.59135 -0.90537 -2.16525 0.066
H -2.24551 0.54465 -1.40470 0.135
C 0.80332 0.58506 0.50175 -0.267
H 2.96536 1.42315 2.22591 0.147
N 2.11285 0.89759 0.31393 0.157
N 0.82993 1.07245 1.88206 0.196
H 0.60122 -0.29159 -1.21073 0.189
H 2.79272 0.63924 -0.30014 0.127
N 0.19256 -0.16057 -0.29799 0.185
C 2.11473 1.15032 1.66211 -0.036
H -2.96755 -1.18608 -0.90052 0.117
C -2.00948 -0.62838 -1.20516 -0.082
```

As for the frontier orbital gap: 10.01 eV. The calculation puts the LUMO energy at -5.08 eV. The spin multiplicity is 1. The charge is +1.

=====

What is the stability order? It is <d>, <c>, <a>, <b>, from most stable to least stable.

=====

<a>
This record from OMol25 describes a gas-phase ion, C4H8N3 (charge +1). The level of theory is ωB97M-V with the def2-TZVPD basis set.

Geometry as XYZ:
```
15
Properties=species:S:1:pos:R:3:lowdin_charge:R:1
H -2.17206 -2.16288 -0.38469 0.150
C -1.04454 -1.92375 -0.30684 0.000
N 0.24924 0.71177 0.13771 0.035
H 1.95835 1.87264 -0.00481 0.105
H -0.38575 -2.50845 -0.96007 0.106
N -1.17449 -0.52946 -0.63456 0.046
H 2.00543 0.45779 0.91926 0.083
H -2.78533 2.05467 0.43282 0.136
C -0.56105 1.65092 0.50966 -0.028
H -0.76046 -2.13853 0.66429 0.070
H 2.04514 0.15992 -0.86629 0.124
H -0.43196 2.66436 0.69803 0.126
N -2.10387 0.17756 -0.25861 0.069
C 1.68629 0.80716 -0.02624 -0.021
C -1.97082 1.38676 0.17279 -0.001
```

As for the structure (SMILES): CN=[N+]=C/C=N/C. As for the frontier orbital gap: 9.19 eV. The calculation puts the LUMO energy at -5.50 eV. The spin multiplicity is 1. The charge is +1.

=====

<b>
This record from OMol25 describes a gas-phase ion, C4H8N3 (charge +1). The level of theory is ωB97M-V with the def2-TZVPD basis set.

Geometry as XYZ:
```
15
Properties=species:S:1:pos:R:3:lowdin_charge:R:1
H -0.41049 -0.00728 -2.72392 0.145
H 0.42333 -0.75593 2.09410 0.167
C -0.10534 0.05353 1.42834 -0.208
H -3.65769 0.41862 2.75206 0.082
H 1.11070 -0.61696 -3.10972 0.158
N 0.35399 -0.61113 -2.34722 0.131
H 0.55120 0.99098 1.50344 0.139
H 2.19947 0.48165 -0.02977 0.123
H 2.41149 0.39414 -1.68335 0.132
H -1.14804 -0.76415 -0.25669 0.180
N 1.79546 0.32826 -0.91731 0.238
N -0.18963 -0.43093 0.04774 0.069
C 0.72086 -0.35720 -1.03633 -0.368
C -1.45464 0.38493 1.92165 -0.130
C -2.60068 0.49145 2.35698 0.141
```

As for the structure (SMILES): C#CCNC(N)=[NH2+]. As for the frontier orbital gap: 10.05 eV. The calculation puts the LUMO energy at -3.76 eV. The spin multiplicity is 1. The charge is +1.

=====

<c>
This record from OMol25 describes a gas-phase ion, C4H8N3 (charge +1). The level of theory is ωB97M-V with the def2-TZVPD basis set.

Geometry as XYZ:
```
15
Properties=species:S:1:pos:R:3:lowdin_charge:R:1
H 2.20731 -1.54621 1.79321 0.137
H -1.99306 0.68715 -0.44906 0.103
H 0.53550 0.55476 -2.05492 0.110
H -0.81767 2.08370 0.17708 0.105
N 1.33500 -1.28259 -0.13947 0.160
H -1.23945 -0.20116 -1.90070 0.109
H -1.95326 1.34401 1.16441 0.109
C -0.05310 0.19427 0.55909 -0.223
N 0.38173 -0.49157 -0.48039 -0.147
C 1.52885 -1.10560 1.13130 -0.071
C -0.13354 -0.23695 -1.79121 0.022
C -1.26568 1.09493 0.31473 0.031
N 0.66087 -0.20669 1.60850 0.196
H 0.59474 0.27200 2.50842 0.204
H 0.21177 -1.16005 -2.44098 0.156
```

As for the structure (SMILES): Cc1[nH+]cnn1C. As for the frontier orbital gap: 11.99 eV. The calculation puts the LUMO energy at -3.16 eV. The spin multiplicity is 1. The charge is +1.

=====

What is the stability order? It is <c>, <b>, <a>, from most stable to least stable.